# 1
{"formula": "C18H46O9S5Si", "method": "ωB97M-V with the def2-TZVPD basis set", "total_charge": 0, "e_lumo_ha": 0.0058, "mol_weight_g_mol": 595.0, "largest_force_ev_per_a": 4.76, "elements": ["C", "Si", "C", "C", "C", "C", "C", "C", "O", "O", "O", "C", "O", "H", "H", "H", "H", "H", "H", "H", "H", "H", "H", "H", "H", "H", "H", "H", "H", "C", "S", "O", "C", "H", "H", "H", "H", "H", "H", "C", "S", "O", "C", "H", "H", "H", "H", "H", "H", "C", "S", "O", "C", "H", "H", "H", "H", "H", "H", "C", "S", "O", "C", "H", "H", "H", "H", "H", "H", "C", "S", "O", "C", "H", "H", "H", "H", "H", "H"], "xyz": [[-0.22, -3.85, -2.36], [-0.30, -1.94, -2.47], [-2.11, -1.33, -2.38], [0.62, -1.42, -4.09], [0.66, -1.04, -1.04], [0.73, 0.51, -1.46], [0.79, 1.56, -0.26], [-0.21, 1.27, 0.95], [0.22, 1.48, 2.12], [-1.55, 0.79, 0.76], [2.05, -1.56, -1.03], [2.72, -1.15, 0.15], [2.49, -1.79, 1.21], [-1.11, -4.26, -2.98], [0.74, -4.22, -2.87], [-0.33, -4.26, -1.29], [-2.18, -0.42, -1.67], [-2.56, -1.01, -3.38], [-2.75, -2.16, -1.90], [-0.09, -0.92, -4.84], [1.10, -2.37, -4.53], [1.50, -0.71, -3.84], [0.17, -1.25, -0.03], [1.70, 0.65, -2.07], [-0.12, 0.72, -2.22], [1.84, 1.61, 0.17], [0.47, 2.58, -0.69], [-1.90, 1.36, 0.02], [3.46, -0.27, 0.20], [-4.28, 3.41, -2.31], [-3.13, 2.03, -2.43], [-1.90, 2.39, -1.66], [-2.76, 2.25, -4.18], [-4.62, 3.49, -1.27], [-3.77, 4.34, -2.60], [-5.14, 3.23, -2.96], [-2.35, 3.24, -4.35], [-3.67, 2.10, -4.77], [-2.02, 1.50, -4.47], [4.58, -5.09, 2.09], [4.50, -4.66, 0.34], [4.18, -5.91, -0.42], [6.26, -4.34, 0.14], [3.58, -5.37, 2.43], [5.26, -5.94, 2.23], [4.93, -4.23, 2.66], [6.83, -5.23, 0.40], [6.55, -3.50, 0.77], [6.45, -4.09, -0.91], [-3.47, 7.79, -5.32], [-3.35, 7.35, -3.57], [-3.08, 5.88, -3.51], [-5.10, 7.59, -3.20], [-2.49, 7.68, -5.77], [-4.19, 7.14, -5.82], [-3.79, 8.83, -5.41], [-5.71, 6.95, -3.83], [-5.36, 8.64, -3.36], [-5.27, 7.33, -2.15], [-0.20, -4.60, 3.79], [0.46, -6.25, 3.45], [-0.64, -7.23, 3.67], [1.55, -6.31, 4.89], [-0.94, -4.36, 3.02], [-0.68, -4.59, 4.77], [0.61, -3.87, 3.75], [0.97, -6.19, 5.80], [2.30, -5.52, 4.81], [2.05, -7.28, 4.90], [0.18, 3.10, 7.00], [1.31, 1.70, 6.89], [2.53, 2.05, 7.68], [1.72, 1.92, 5.15], [-0.18, 3.18, 8.02], [0.69, 4.02, 6.72], [-0.67, 2.93, 6.33], [2.14, 2.91, 4.98], [0.82, 1.79, 4.54], [2.45, 1.17, 4.86]], "mulliken_charge": [-1.05, 0.13, -0.63, -0.96, 0.23, -0.55, -0.76, 0.42, -0.61, -0.46, -0.31, 0.19, -0.49, 0.29, 0.28, 0.29, 0.09, 0.25, 0.30, 0.27, 0.31, 0.29, 0.56, 0.38, 0.20, 0.34, 0.38, 0.34, 0.30, -0.80, 0.54, -0.67, -1.03, 0.37, 0.12, 0.42, 0.37, 0.45, 0.22, -0.67, 0.65, -0.67, -1.02, -0.06, 0.41, 0.36, 0.34, 0.33, 0.33, -0.97, 0.41, -0.56, -0.94, 0.32, 0.31, 0.39, 0.29, 0.40, 0.31, -0.88, 0.52, -0.64, -0.95, 0.30, 0.35, 0.31, 0.36, 0.32, 0.31, -0.90, 0.50, -0.63, -0.77, 0.32, 0.29, 0.33, 0.32, 0.25, 0.33]}



# 2
{"formula": "C9H28FO9", "method": "ωB97M-V with the def2-TZVPD basis set", "total_charge": -1, "e_lumo_ha": 0.1001, "mol_weight_g_mol": 299.3, "largest_force_ev_per_a": 4.11, "elements": ["F", "C", "O", "H", "H", "H", "H", "C", "C", "O", "O", "H", "H", "H", "H", "H", "H", "C", "C", "O", "O", "H", "H", "H", "H", "H", "H", "C", "C", "O", "O", "H", "H", "H", "H", "H", "H", "C", "C", "O", "O", "H", "H", "H", "H", "H", "H"], "xyz": [[-9.98, 12.63, -4.91], [-7.20, 16.36, -4.06], [-8.09, 15.72, -3.11], [-6.83, 15.63, -4.78], [-7.81, 17.10, -4.59], [-6.43, 16.77, -3.41], [-8.62, 15.16, -3.69], [-7.19, 9.81, -7.96], [-6.20, 9.51, -9.10], [-6.01, 10.49, -10.08], [-6.66, 10.78, -7.12], [-7.51, 8.92, -7.42], [-8.10, 10.04, -8.52], [-6.49, 8.59, -9.60], [-5.26, 9.39, -8.56], [-5.88, 11.38, -9.74], [-7.39, 11.17, -6.63], [-13.29, 10.07, -3.01], [-12.95, 11.00, -1.80], [-12.68, 12.35, -2.25], [-12.15, 9.68, -3.68], [-14.05, 10.48, -3.68], [-13.70, 9.19, -2.50], [-12.13, 10.54, -1.26], [-13.84, 11.04, -1.17], [-11.91, 12.32, -2.83], [-11.68, 10.49, -3.87], [-11.80, 14.45, -8.82], [-10.49, 14.56, -9.51], [-9.63, 14.85, -8.34], [-12.02, 13.20, -8.23], [-12.46, 14.63, -9.66], [-12.08, 15.39, -8.33], [-10.49, 15.44, -10.15], [-10.16, 13.63, -9.99], [-9.77, 14.26, -7.59], [-11.32, 13.14, -7.59], [-5.05, 11.48, -2.11], [-3.73, 11.58, -2.99], [-3.87, 12.57, -4.05], [-5.98, 10.46, -2.52], [-5.50, 12.40, -1.73], [-4.78, 11.20, -1.09], [-3.37, 10.61, -3.30], [-2.84, 11.86, -2.43], [-4.51, 12.29, -4.71], [-6.40, 10.76, -3.33]], "mulliken_charge": [-0.92, -0.47, -0.51, 0.21, 0.24, 0.20, 0.32, -0.42, -0.40, -0.54, -0.47, 0.35, 0.27, 0.31, 0.26, 0.31, 0.30, -0.34, -0.47, -0.50, -0.48, 0.24, 0.28, 0.26, 0.32, 0.34, 0.31, -0.53, -0.27, -0.50, -0.46, 0.35, 0.25, 0.27, 0.21, 0.28, 0.37, -0.46, -0.34, -0.51, -0.49, 0.28, 0.32, 0.25, 0.32, 0.31, 0.32]}



# 3
{"formula": "C4H11InNO", "method": "ωB97M-V with the def2-TZVPD basis set", "total_charge": 3, "e_lumo_ha": -0.6861, "mol_weight_g_mol": 204.0, "largest_force_ev_per_a": 3.27, "elements": ["In", "C", "C", "C", "O", "C", "N", "H", "H", "H", "H", "H", "H", "H", "H", "H", "H", "H"], "xyz": [[-2.63, 1.55, -1.39], [0.01, -1.84, -0.37], [-0.45, -0.79, 0.61], [0.43, 0.53, 0.81], [0.38, 1.16, -0.40], [1.60, 1.81, -0.80], [-1.83, -0.50, 0.51], [-0.36, -1.70, -1.39], [-0.38, -2.82, -0.05], [1.10, -1.91, -0.42], [-0.41, -1.27, 1.65], [1.46, 0.18, 0.97], [0.14, 1.15, 1.67], [2.07, 2.30, 0.04], [1.28, 2.55, -1.55], [2.27, 1.13, -1.37], [-2.30, -0.23, 1.39], [-2.38, -1.28, 0.10]], "mulliken_charge": [1.17, -1.21, 0.34, -0.56, -0.16, -0.62, -0.36, 0.41, 0.44, 0.40, 0.36, 0.48, 0.43, 0.40, 0.31, 0.36, 0.38, 0.40]}



# 4
{"formula": "C5H10NO2", "method": "ωB97M-V with the def2-TZVPD basis set", "total_charge": 1, "e_lumo_ha": -0.1240, "smiles": "C[NH2+]C/C(O)=C/C=O", "mol_weight_g_mol": 116.1, "largest_force_ev_per_a": 4.78, "elements": ["C", "N", "C", "C", "O", "C", "C", "O", "H", "H", "H", "H", "H", "H", "H", "H", "H", "H"], "xyz": [[0.24, 0.52, 2.20], [0.39, 0.42, 0.70], [-0.35, -0.66, 0.06], [-0.40, -0.37, -1.49], [-0.50, 1.01, -1.63], [-0.30, -1.15, -2.51], [-0.17, -0.98, -3.97], [0.89, -0.75, -4.44], [0.80, 1.46, 2.59], [-0.82, 0.63, 2.49], [0.81, -0.32, 2.70], [0.09, 1.19, 0.05], [1.41, 0.34, 0.57], [0.29, -1.53, 0.20], [-1.28, -0.77, 0.46], [-0.78, 1.33, -2.56], [-0.16, -2.17, -2.36], [-0.92, -1.20, -4.66]], "mulliken_charge": [-0.77, -0.19, -0.76, 0.69, -0.66, -0.33, -0.43, -0.36, 0.33, 0.34, 0.32, 0.40, 0.40, 0.40, 0.40, 0.40, 0.38, 0.44]}



# 5
{"formula": "C3H8O2", "method": "ωB97M-V with the def2-TZVPD basis set", "total_charge": 1, "e_lumo_ha": [-0.1228, -0.3692], "s2": 0.7561, "mol_weight_g_mol": 76.1, "multiplicity": 2, "largest_force_ev_per_a": 2.38, "elements": ["C", "O", "C", "C", "O", "H", "H", "H", "H", "H", "H", "H", "H"], "xyz": [[1.45, 0.25, -0.34], [1.66, -0.81, 0.55], [-0.05, 0.48, -0.76], [-0.93, -0.22, 0.25], [-2.22, 0.33, 0.14], [2.11, 0.21, -1.20], [1.75, 1.13, 0.24], [2.14, -1.49, 0.04], [-0.26, -0.07, -1.69], [-0.20, 1.55, -0.80], [-0.59, -0.05, 1.29], [-0.91, -1.33, 0.28], [-2.50, 0.46, 1.07]], "mulliken_spin": [0.09, 0.24, 0.09, 0.06, 0.37, 0.00, 0.03, -0.01, 0.02, -0.01, 0.02, 0.10, -0.01]}



# 6
{"formula": "C20H23N3O3", "method": "ωB97M-V with the def2-TZVPD basis set", "total_charge": 0, "e_lumo_ha": 0.0225, "smiles": "CCOc1ccc(CCNC(=O)c2cc3ccccn3n2)cc1OCC", "mol_weight_g_mol": 353.4, "largest_force_ev_per_a": 1.11, "elements": ["C", "C", "O", "C", "C", "C", "C", "C", "C", "N", "C", "O", "C", "C", "C", "C", "C", "C", "C", "N", "N", "C", "C", "O", "C", "C", "H", "H", "H", "H", "H", "H", "H", "H", "H", "H", "H", "H", "H", "H", "H", "H", "H", "H", "H", "H", "H", "H", "H"], "xyz": [[0.93, 4.30, 0.17], [0.65, 3.28, -0.93], [-0.18, 2.28, -0.39], [-0.51, 1.20, -1.16], [-0.12, 1.04, -2.48], [-0.41, -0.12, -3.19], [-1.12, -1.15, -2.59], [-1.30, -2.48, -3.27], [0.01, -3.30, -3.16], [0.70, -3.03, -1.92], [0.22, -3.47, -0.73], [-0.49, -4.45, -0.59], [0.65, -2.61, 0.40], [0.32, -2.74, 1.75], [0.83, -1.60, 2.35], [0.87, -1.08, 3.65], [1.48, 0.12, 3.88], [2.07, 0.83, 2.80], [2.04, 0.31, 1.55], [1.43, -0.88, 1.33], [1.33, -1.48, 0.17], [-1.56, -0.97, -1.28], [-1.27, 0.18, -0.56], [-1.71, 0.18, 0.74], [-2.23, 1.37, 1.31], [-1.35, 1.89, 2.44], [1.55, 5.10, -0.22], [0.00, 4.71, 0.54], [1.45, 3.82, 0.99], [1.59, 2.84, -1.29], [0.15, 3.77, -1.78], [0.45, 1.82, -2.97], [-0.07, -0.21, -4.21], [-1.56, -2.35, -4.32], [-2.10, -3.03, -2.77], [-0.22, -4.37, -3.20], [0.69, -3.05, -3.98], [1.18, -2.14, -1.86], [-0.23, -3.54, 2.20], [0.40, -1.64, 4.45], [1.52, 0.55, 4.87], [2.56, 1.77, 2.98], [2.46, 0.79, 0.68], [-2.12, -1.75, -0.78], [-2.37, 2.14, 0.54], [-3.22, 1.10, 1.70], [-1.22, 1.11, 3.18], [-1.82, 2.75, 2.90], [-0.38, 2.17, 2.05]], "mulliken_charge": [-1.31, -0.46, -0.05, 1.02, -0.90, -0.78, 0.38, -1.30, -0.91, -0.18, -0.28, -0.68, 1.08, -1.52, 1.34, -0.96, -0.24, -0.84, 0.00, 0.77, -1.12, 0.00, -0.14, -0.33, -0.62, -0.72, 0.44, 0.31, 0.20, 0.42, 0.37, 0.41, 0.42, 0.49, 0.35, 0.41, 0.42, 0.44, 0.48, 0.43, 0.41, 0.42, 0.49, 0.44, 0.32, 0.42, 0.25, 0.44, -0.02]}



Number 4 is which compound? C5H10NO2



Copy entry 3 word for word.
{"formula": "C4H11InNO", "method": "ωB97M-V with the def2-TZVPD basis set", "total_charge": 3, "e_lumo_ha": -0.6861, "mol_weight_g_mol": 204.0, "largest_force_ev_per_a": 3.27, "elements": ["In", "C", "C", "C", "O", "C", "N", "H", "H", "H", "H", "H", "H", "H", "H", "H", "H", "H"], "xyz": [[-2.63, 1.55, -1.39], [0.01, -1.84, -0.37], [-0.45, -0.79, 0.61], [0.43, 0.53, 0.81], [0.38, 1.16, -0.40], [1.60, 1.81, -0.80], [-1.83, -0.50, 0.51], [-0.36, -1.70, -1.39], [-0.38, -2.82, -0.05], [1.10, -1.91, -0.42], [-0.41, -1.27, 1.65], [1.46, 0.18, 0.97], [0.14, 1.15, 1.67], [2.07, 2.30, 0.04], [1.28, 2.55, -1.55], [2.27, 1.13, -1.37], [-2.30, -0.23, 1.39], [-2.38, -1.28, 0.10]], "mulliken_charge": [1.17, -1.21, 0.34, -0.56, -0.16, -0.62, -0.36, 0.41, 0.44, 0.40, 0.36, 0.48, 0.43, 0.40, 0.31, 0.36, 0.38, 0.40]}



Repeat the fourth record exactly.
{"formula": "C5H10NO2", "method": "ωB97M-V with the def2-TZVPD basis set", "total_charge": 1, "e_lumo_ha": -0.1240, "smiles": "C[NH2+]C/C(O)=C/C=O", "mol_weight_g_mol": 116.1, "largest_force_ev_per_a": 4.78, "elements": ["C", "N", "C", "C", "O", "C", "C", "O", "H", "H", "H", "H", "H", "H", "H", "H", "H", "H"], "xyz": [[0.24, 0.52, 2.20], [0.39, 0.42, 0.70], [-0.35, -0.66, 0.06], [-0.40, -0.37, -1.49], [-0.50, 1.01, -1.63], [-0.30, -1.15, -2.51], [-0.17, -0.98, -3.97], [0.89, -0.75, -4.44], [0.80, 1.46, 2.59], [-0.82, 0.63, 2.49], [0.81, -0.32, 2.70], [0.09, 1.19, 0.05], [1.41, 0.34, 0.57], [0.29, -1.53, 0.20], [-1.28, -0.77, 0.46], [-0.78, 1.33, -2.56], [-0.16, -2.17, -2.36], [-0.92, -1.20, -4.66]], "mulliken_charge": [-0.77, -0.19, -0.76, 0.69, -0.66, -0.33, -0.43, -0.36, 0.33, 0.34, 0.32, 0.40, 0.40, 0.40, 0.40, 0.40, 0.38, 0.44]}